No. 1
Formula: C34H50BaN11O4PSSi
Source: OMol25
Level of theory: ωB97M-V/def2-TZVPD

Summary:
- Calculated total energy: -3283.60062 a.u.
- Total charge: 0

Last column: Löwdin charge in e.
Geometry (Å):
Ba1 -0.2330 0.4591 0.4650  1.9742
N1 -0.1077 -3.6823 0.7036  0.0210
C1 1.2845 -4.1085 0.7833  -0.2646
C2 2.2275 -2.9092 0.9259  -0.2093
N2 2.0428 -1.8659 -0.0774  -0.0824
C3 2.7166 -2.0414 -1.3541  -0.2274
C4 1.8068 -2.6622 -2.4040  -0.2514
N3 0.5050 -2.0159 -2.3538  0.0087
H1 -0.7333 -4.4702 0.8229  0.0728
H2 -0.3134 -3.0353 1.4575  0.0479
H3 1.4833 -4.7791 1.6301  0.1061
H4 1.5189 -4.6641 -0.1291  0.0948
H5 2.0432 -2.4577 1.9032  0.1039
H6 3.2557 -3.3004 0.9172  0.1134
H7 2.3283 -0.9770 0.2929  0.0369
H8 2.9620 -1.0404 -1.7132  0.0722
H9 3.6458 -2.6234 -1.2631  0.1180
H10 2.2499 -2.5206 -3.3916  0.1104
H11 1.6787 -3.7350 -2.2371  0.0903
H12 0.2335 -1.9938 -1.3693  0.0055
H13 0.5793 -1.0338 -2.6241  0.0482
O1 0.3213 -0.5864 2.3689  -0.6970
S1 -0.9767 -0.3268 3.0103  0.3836
O2 -1.5714 -1.5051 3.5722  -0.2649
O3 -1.8615 0.4314 2.1189  -0.5609
C5 -0.6868 0.8657 4.2957  -0.2961
C6 -1.4755 0.8205 5.4328  -0.0465
C7 -1.3729 1.8362 6.3677  -0.0653
C8 -0.5099 2.8972 6.1314  -0.0622
C9 0.2790 2.9297 4.9909  -0.0539
C10 0.2188 1.9009 4.0542  -0.3086
P1 1.3880 1.7481 2.6263  1.0577
C11 2.1032 3.4492 2.5860  -0.3591
C12 3.0295 3.9918 3.4770  -0.1096
C13 3.4911 5.2880 3.3114  -0.0758
C14 3.0290 6.0683 2.2598  -0.0833
C15 2.1171 5.5392 1.3609  -0.0861
C16 1.6705 4.2338 1.5163  -0.1047
C17 2.7045 0.8282 3.5515  -0.3219
C18 4.0368 1.0619 3.2047  -0.1305
C19 5.0656 0.3311 3.7781  -0.0747
C20 4.7844 -0.6549 4.7089  -0.0881
C21 3.4672 -0.8983 5.0659  -0.0756
C22 2.4378 -0.1661 4.4940  -0.0760
H14 -2.1413 -0.0224 5.5699  0.1182
H15 -1.9563 1.8058 7.2784  0.1066
H16 -0.4373 3.7032 6.8507  0.1065
H17 0.9485 3.7621 4.8300  0.0961
H18 3.3968 3.4036 4.3092  0.1106
H19 4.2202 5.6922 4.0028  0.1037
H20 3.3903 7.0818 2.1398  0.1024
H21 1.7739 6.1303 0.5211  0.1068
H22 0.9978 3.8011 0.7859  0.0798
H23 4.2668 1.8220 2.4709  0.0913
H24 6.0883 0.5336 3.4850  0.1068
H25 5.5849 -1.2361 5.1487  0.1011
H26 3.2357 -1.6643 5.7953  0.1043
H27 1.4246 -0.3903 4.7841  0.0956
C23 -2.1903 0.5339 -3.4011  -0.0369
C24 -0.9038 1.3191 -3.3454  -0.3549
C25 -0.6725 2.2764 -4.3195  -0.0826
C26 0.5221 2.9961 -4.2639  -0.0943
C27 1.4271 2.7180 -3.2762  -0.0582
C28 1.1612 1.6974 -2.3102  -0.4917
N4 -0.0387 1.0390 -2.3578  0.0079
N5 2.0211 1.3284 -1.3519  -0.1137
Si1 3.6867 1.7024 -1.3841  0.3760
C29 4.5341 0.6432 -0.0590  -0.1689
C30 4.2333 3.5034 -1.0882  -0.1682
C31 4.5279 1.2339 -3.0317  -0.1727
H28 -2.2269 -0.0539 -4.3208  0.0806
H29 -3.0467 1.2105 -3.4018  0.0779
H30 -2.2568 -0.1251 -2.5440  0.0245
H31 -1.4022 2.4546 -5.0985  0.0966
H32 0.7326 3.7659 -4.9982  0.1001
H33 2.3549 3.2691 -3.2070  0.0716
H34 5.3679 1.1890 0.3904  0.0281
H35 4.9345 -0.2807 -0.4827  0.0280
H36 3.8440 0.3694 0.7407  -0.0061
H37 3.7462 3.9344 -0.2132  -0.0037
H38 4.0042 4.1457 -1.9420  0.0175
H39 5.3135 3.5492 -0.9259  0.0254
H40 4.5519 0.1495 -3.1699  0.0149
H41 5.5567 1.6003 -3.0684  0.0243
H42 3.9908 1.6601 -3.8819  0.0145
N6 -1.8114 -4.1359 -3.0676  0.1834
C32 -2.8882 -4.0137 -2.3091  -0.5066
N7 -3.8967 -4.9145 -2.4620  0.1489
N8 -3.1100 -3.1048 -1.3787  0.1255
C33 -2.4048 -2.1144 -0.9278  -0.3433
N9 -1.9153 -1.1542 -0.4765  -0.0442
H43 -1.7563 -4.9179 -3.6975  0.1038
H44 -0.9416 -3.5066 -2.8996  0.1220
H45 -3.9378 -5.4997 -3.2749  0.0985
H46 -4.7566 -4.6935 -1.9930  0.1061
N10 -2.3561 3.2171 2.0214  0.1968
C34 -1.8055 3.4131 0.7959  -0.6267
N11 -2.2111 4.5240 0.1224  0.1837
O4 -0.9583 2.6500 0.3080  -0.2997
H47 -3.1702 3.7426 2.2870  0.1106
H48 -2.3112 2.2554 2.3384  0.0660
H49 -2.7056 5.2640 0.5856  0.1036
H50 -1.7291 4.7336 -0.7346  0.1158

Atomic forces in eV per Å
3.0953 0.0371 -7.9497
-0.0441 0.0231 -0.0106
0.0634 0.1465 -0.1379
-0.0990 -0.1162 -0.0978
0.0276 -0.2615 0.2290
0.2603 -0.0336 -0.0940
-0.1693 0.2096 0.1902
-0.6575 -0.5339 -0.3929
0.0097 0.0070 -0.0141
-0.0642 0.0352 0.0399
0.0786 0.0062 -0.0127
0.0640 -0.0225 0.0064
0.0605 0.0201 0.0236
0.0352 0.0557 0.0750
0.2122 0.2120 0.1837
0.0652 -0.0566 0.0397
0.0510 0.0426 0.0935
0.0144 -0.1116 -0.0189
0.0271 -0.0497 -0.0149
-0.0137 -0.0935 -0.1978
-0.1254 -0.1423 0.0016
0.3593 -1.7160 2.8801
-1.0765 -1.1979 3.2487
-0.0144 0.0934 0.0466
-1.5105 -0.0998 1.3220
0.1554 0.0333 -0.2311
-0.0372 -0.2016 -0.0049
0.0437 0.0831 0.0368
-0.0246 0.0084 0.0277
-0.0533 -0.0451 -0.0606
-0.0407 -0.1498 0.1211
1.4436 1.4011 1.4442
-0.0943 -0.0727 -0.1789
-0.0312 0.0179 0.1066
0.0273 0.0077 0.0343
-0.0310 0.0232 -0.0225
-0.0023 0.0431 0.0264
0.0054 -0.0370 0.0361
0.1864 -0.0687 -0.2048
-0.1364 -0.0029 0.0212
0.0529 0.0635 -0.0540
0.0363 -0.0434 0.0179
-0.0096 0.0056 0.0269
0.0416 0.0784 -0.1128
-0.0173 0.0445 0.0305
-0.0475 -0.0185 -0.0294
0.0003 0.0005 -0.0028
0.0230 0.0086 0.0239
-0.0063 -0.0351 -0.0232
-0.0212 -0.0096 0.0190
0.0090 -0.0087 -0.0219
0.0020 -0.0078 -0.0021
0.0045 0.0275 -0.0354
0.0697 -0.0060 0.0148
-0.0043 -0.0166 0.0024
0.0011 0.0194 0.0135
-0.0175 -0.0020 -0.0141
-0.1103 -0.0068 0.0547
0.1578 0.0839 0.0951
-0.0121 0.1397 -0.0602
0.0090 0.0555 -0.0214
-0.0328 -0.0848 0.0612
-0.0055 0.0725 0.0896
0.1189 -0.0370 0.0108
-0.1403 0.1929 -0.5528
0.0287 0.0899 0.1727
0.4643 -0.0793 -0.1929
-0.0765 0.1707 -0.1089
-0.2248 -0.1903 0.0313
-0.2564 0.0161 0.1699
-0.0351 -0.0351 0.0306
-0.0327 -0.0245 -0.0190
-0.0572 -0.0548 -0.0161
-0.0171 -0.0203 0.0176
0.0188 -0.0026 0.0014
-0.0062 0.0237 -0.0224
0.0182 -0.0586 0.0399
-0.0241 0.0074 -0.0176
0.0577 0.0276 -0.0014
0.0035 0.0274 0.0611
-0.0107 -0.0033 0.0019
0.0113 -0.0586 -0.0211
-0.0039 0.0020 0.0090
0.0168 -0.0035 0.0409
0.0330 -0.0029 -0.0201
2.0529 1.0725 0.0976
-0.4310 0.7876 1.0282
0.1757 -0.0497 -0.1147
-0.3695 -0.4381 -0.0297
0.3929 0.4443 -0.2003
-1.4182 -1.7959 -0.7171
0.2023 0.1032 0.0029
-1.5319 -0.7660 -0.3093
-0.0230 -0.0135 -0.0536
0.0011 0.0182 0.0119
0.1122 -0.1566 -0.2103
-0.1297 0.6368 -0.0693
0.1575 -0.1506 -0.0276
-1.2750 2.4443 0.2075
-0.0297 0.0114 -0.0516
0.0318 0.0112 0.1704
-0.0347 -0.0048 -0.0144
0.0468 0.0048 0.0020

***

No. 2
Formula: C2H9N3O2S
Source: OMol25
Level of theory: ωB97M-V/def2-TZVPD

Summary:
- SMILES string: CN=[S@](N)(=O)O.C=N
- Calculated total energy: -794.42237 a.u.
- Total charge: 0

Last column: natural (NBO) charge in e.
Geometry (Å):
C1 0.2314 1.8983 -0.3637  -0.4260
N1 0.3611 0.4609 -0.5762  -0.9728
S1 1.6919 -0.2453 -0.2681  2.3320
N2 1.6712 -0.8522 1.2790  -1.0389
O1 3.0343 0.2598 -0.4708  -0.9191
O2 1.6217 -1.6651 -1.0209  -0.8616
H1 1.1681 2.2448 0.1909  0.1847
H2 0.1814 2.5959 -1.1897  0.2041
H3 -0.6676 2.1549 0.2541  0.1901
H4 0.9696 -0.3627 1.7944  0.3856
H5 2.5200 -0.5446 1.7109  0.3948
H6 0.7647 -1.6412 -1.5724  0.5300
C2 -1.8734 -0.9971 0.5302  -0.0215
N3 -2.1257 -1.4464 -0.5993  -0.6157
H7 -2.1920 0.1111 0.8333  0.1299
H8 -1.5349 -1.6439 1.3932  0.1661
H9 -2.5113 -0.7351 -1.1931  0.3381

Atomic forces in eV per Å
1.3314 0.8674 2.2554
1.2781 -0.5544 -0.6957
-0.2623 -0.4782 -0.7185
0.1615 0.4609 0.1968
-1.1539 0.1027 0.0689
-2.1188 1.1887 -1.0996
-1.3164 0.0352 -0.3445
-0.0205 -0.6245 -0.9353
0.7262 -0.5328 -0.2749
-0.9736 0.0911 0.2280
0.9349 -0.2351 0.2251
1.5850 -0.1294 1.0980
-1.1932 2.1183 2.5972
0.2675 -1.2345 -0.5994
0.9408 -2.0887 -0.4168
-0.0309 0.5876 -1.1643
-0.1558 0.4259 -0.4204

***

For the records above, the corresponding energy relative to the best compared isomer or geometry (same formula, charge and spin) values read 92.3, 46.2 kcal per mole.